{"formula": "C80H211N17O23", "method": "the ωB97M-V functional and the def2-TZVPD basis", "energy_ha": -5835.33023, "homo_ev": -8.34, "species": ["C", "C", "C", "O", "C", "N", "H", "H", "H", "H", "H", "H", "H", "H", "H", "H", "H", "C", "C", "C", "O", "C", "N", "H", "H", "H", "H", "H", "H", "H", "H", "H", "H", "H", "C", "C", "C", "O", "C", "N", "H", "H", "H", "H", "H", "H", "H", "H", "H", "H", "H", "C", "C", "C", "O", "C", "N", "H", "H", "H", "H", "H", "H", "H", "H", "H", "H", "H", "C", "C", "C", "O", "C", "N", "H", "H", "H", "H", "H", "H", "H", "H", "H", "H", "H", "C", "C", "C", "O", "C", "N", "H", "H", "H", "H", "H", "H", "H", "H", "H", "H", "H", "C", "C", "C", "O", "C", "N", "H", "H", "H", "H", "H", "H", "H", "H", "H", "H", "H", "C", "C", "C", "O", "C", "N", "H", "H", "H", "H", "H", "H", "H", "H", "H", "H", "H", "C", "C", "C", "O", "C", "N", "H", "H", "H", "H", "H", "H", "H", "H", "H", "H", "H", "C", "C", "C", "O", "C", "N", "H", "H", "H", "H", "H", "H", "H", "H", "H", "H", "H", "C", "C", "C", "O", "C", "N", "H", "H", "H", "H", "H", "H", "H", "H", "H", "H", "H", "C", "O", "C", "C", "N", "C", "C", "O", "C", "H", "H", "H", "H", "H", "H", "H", "H", "H", "H", "H", "H", "H", "H", "H", "C", "O", "C", "C", "N", "C", "C", "O", "C", "H", "H", "H", "H", "H", "H", "H", "H", "H", "H", "H", "H", "H", "H", "H", "C", "O", "C", "C", "N", "C", "C", "O", "C", "H", "H", "H", "H", "H", "H", "H", "H", "H", "H", "H", "H", "H", "H", "H", "C", "O", "C", "C", "N", "C", "C", "O", "C", "H", "H", "H", "H", "H", "H", "H", "H", "H", "H", "H", "H", "H", "H", "H", "C", "O", "C", "C", "N", "C", "C", "O", "C", "H", "H", "H", "H", "H", "H", "H", "H", "H", "H", "H", "H", "H", "H", "H", "C", "O", "C", "C", "N", "C", "C", "O", "C", "H", "H", "H", "H", "H", "H", "H", "H", "H", "H", "H", "H", "H", "H", "H"], "positions_angstrom": [[-26.760242, 16.957020, 1.186316], [-25.440256, 16.803121, 1.944401], [-24.522449, 15.766797, 1.400261], [-25.107581, 14.447323, 1.306614], [-25.468538, 13.787881, 2.464224], [-24.672861, 18.126778, 1.922789], [-27.143002, 18.029351, 1.353996], [-27.543695, 16.370236, 1.569885], [-26.563693, 16.786470, 0.110273], [-25.670274, 16.596890, 2.977395], [-23.612837, 15.566720, 1.980405], [-24.305285, 16.039701, 0.322805], [-24.782366, 14.067005, 3.268345], [-25.374607, 12.775813, 2.253534], [-26.469666, 14.125940, 2.858109], [-24.715587, 18.449292, 0.976241], [-23.710612, 18.030638, 2.277739], [-35.881733, 10.703272, 4.457342], [-34.612549, 10.759998, 3.650113], [-34.669597, 9.841227, 2.493884], [-33.414495, 9.466657, 2.008912], [-33.570958, 8.507084, 0.978617], [-34.336020, 12.172286, 3.236891], [-36.037962, 9.695534, 4.838877], [-36.724513, 10.973235, 3.814497], [-35.838454, 11.405565, 5.278748], [-33.749867, 10.552910, 4.280798], [-35.226364, 10.371116, 1.709671], [-35.267011, 8.927889, 2.775887], [-34.022258, 9.050130, 0.147424], [-34.287213, 7.750428, 1.264562], [-32.666327, 8.014036, 0.585310], [-33.352018, 12.334847, 2.968234], [-34.836305, 12.390227, 2.403383], [-26.247233, 14.169306, -2.298263], [-27.737504, 14.093921, -2.776997], [-27.755086, 14.521925, -4.314992], [-27.507292, 15.898739, -4.373247], [-27.761058, 16.369232, -5.697476], [-28.254684, 12.748804, -2.648449], [-25.600950, 13.442283, -2.790562], [-26.143578, 14.059759, -1.246389], [-25.879126, 15.165132, -2.517248], [-28.342341, 14.884180, -2.285740], [-28.749622, 14.346387, -4.728653], [-27.000700, 13.925383, -4.777609], [-26.906273, 16.057444, -6.334927], [-27.939146, 17.428582, -5.613765], [-28.641540, 15.789067, -5.895215], [-29.135813, 12.533274, -3.127931], [-28.446775, 12.326450, -1.744670], [-23.867168, 5.517791, 7.740972], [-24.281901, 6.203750, 6.426419], [-25.529305, 7.073090, 6.610703], [-26.652905, 6.228840, 6.661990], [-27.908088, 6.848258, 6.669595], [-23.164839, 7.118719, 5.996516], [-24.712043, 5.210735, 8.298646], [-23.254656, 6.241155, 8.258231], [-23.158992, 4.635513, 7.506781], [-24.497765, 5.516560, 5.673830], [-25.585685, 7.778280, 5.697599], [-25.503284, 7.625331, 7.580705], [-27.977344, 7.641722, 7.417700], [-28.586969, 6.008362, 6.897696], [-28.087556, 7.200991, 5.658046], [-22.255663, 6.681290, 6.319354], [-23.157008, 7.006694, 5.033518], [-34.442900, 17.310246, -0.128761], [-34.455597, 18.832584, -0.145092], [-35.904177, 19.278705, -0.165251], [-36.420479, 18.840238, -1.374390], [-37.824838, 18.904776, -1.453410], [-33.782234, 19.509912, 1.020994], [-33.459454, 16.902095, -0.318707], [-35.106028, 16.908277, -0.854914], [-34.759592, 16.947442, 0.842851], [-33.919137, 19.148165, -1.050530], [-36.035786, 20.387183, -0.080700], [-36.440054, 18.778386, 0.644019], [-38.117894, 19.953534, -1.181256], [-38.335464, 18.273110, -0.840897], [-38.031957, 18.707187, -2.485222], [-33.472148, 18.801661, 1.705101], [-32.941998, 19.976869, 0.762768], [-34.916151, 16.242513, -4.650303], [-34.121455, 16.118798, -5.917140], [-32.851733, 16.960787, -5.826091], [-32.009030, 16.272506, -4.895183], [-31.032954, 17.043543, -4.227758], [-33.731224, 14.735184, -6.145857], [-35.901010, 15.937579, -4.909693], [-34.874968, 17.291973, -4.302777], [-34.493433, 15.537894, -3.951964], [-34.777067, 16.474214, -6.714086], [-33.049601, 17.995146, -5.479974], [-32.289708, 16.941749, -6.742717], [-30.541406, 17.701235, -4.927494], [-30.395201, 16.291925, -3.772956], [-31.488407, 17.636057, -3.438792], [-32.997620, 14.530887, -5.482474], [-33.372442, 14.528847, -7.057728], [-31.551085, 9.632540, 11.466672], [-30.776716, 10.371490, 10.364184], [-29.267572, 10.470496, 10.581252], [-28.564626, 9.237386, 10.475937], [-27.202715, 9.301547, 10.731205], [-31.072204, 9.887430, 8.996871], [-31.529082, 10.225594, 12.355694], [-31.124908, 8.695965, 11.575261], [-32.571363, 9.461518, 11.125238], [-31.098086, 11.472668, 10.368691], [-29.020421, 10.923934, 11.562559], [-28.940782, 11.219378, 9.855034], [-26.901999, 9.236455, 11.758113], [-26.835752, 10.298314, 10.482039], [-26.652357, 8.565107, 10.143990], [-30.994977, 10.643978, 8.363426], [-30.444388, 9.174272, 8.722944], [-38.289348, 17.103607, 2.575596], [-37.295952, 16.090909, 2.172288], [-36.039492, 16.383684, 2.923835], [-35.171991, 15.399246, 2.661684], [-33.875395, 15.637259, 3.259592], [-37.677290, 14.716098, 2.287435], [-38.973015, 17.365255, 1.790463], [-37.837913, 17.982034, 2.904190], [-38.894901, 16.632859, 3.328089], [-36.961631, 16.189560, 1.179391], [-36.215579, 16.479959, 4.058868], [-35.641256, 17.386241, 2.715172], [-33.388826, 14.689925, 3.477194], [-34.005900, 16.295939, 4.132921], [-33.279201, 16.206092, 2.502539], [-37.895012, 14.401533, 3.226930], [-36.899570, 14.133880, 2.037209], [-28.608816, 11.691961, -6.514939], [-30.018778, 11.326905, -6.023083], [-29.973003, 10.042761, -5.156981], [-31.240525, 9.670377, -4.646552], [-31.132724, 8.614144, -3.703519], [-30.465123, 12.367251, -5.127829], [-28.727126, 12.673585, -7.023014], [-28.270442, 11.002401, -7.328103], [-27.848556, 11.796379, -5.744492], [-30.692021, 11.192164, -6.882759], [-29.315004, 10.247003, -4.298974], [-29.526882, 9.214546, -5.723430], [-31.018463, 9.064242, -2.682510], [-30.284032, 7.953397, -3.946731], [-32.025725, 8.052055, -3.858022], [-31.186440, 11.964284, -4.576480], [-30.688706, 13.238900, -5.634979], [-28.768244, 15.036595, 6.617575], [-27.281469, 14.723620, 6.450171], [-26.984140, 13.317637, 5.883361], [-27.357605, 12.282174, 6.757887], [-27.120580, 10.979421, 6.280152], [-26.546711, 15.592162, 5.535165], [-29.138982, 14.114711, 7.186956], [-29.323486, 15.210071, 5.727966], [-28.923339, 15.851307, 7.315709], [-26.855340, 14.769433, 7.495555], [-25.899810, 13.287132, 5.723014], [-27.465197, 13.106872, 4.936477], [-27.636832, 10.248584, 6.940948], [-26.102923, 10.755531, 6.287410], [-27.537469, 10.774796, 5.288872], [-26.910701, 16.506080, 5.614260], [-25.569233, 15.532543, 5.802246], [-25.477982, 7.171921, 2.491429], [-25.690069, 8.647815, 2.775213], [-25.300676, 9.528203, 1.638011], [-23.875056, 9.581854, 1.534562], [-23.469485, 9.296024, 0.247963], [-27.039662, 8.788551, 3.263495], [-26.096005, 6.923507, 1.626025], [-25.764648, 6.649578, 3.457021], [-24.503340, 6.873049, 2.161672], [-24.983365, 8.903062, 3.645509], [-25.654859, 10.562122, 1.769244], [-25.733785, 9.087068, 0.722956], [-23.932244, 10.043468, -0.447658], [-23.647840, 8.244098, -0.068739], [-22.368183, 9.407395, 0.228295], [-27.236793, 9.760625, 3.373524], [-27.764181, 8.389672, 2.656028], [-27.319074, 9.282346, -2.445624], [-28.315900, 8.484401, -1.863466], [-28.100161, 8.185756, -0.499890], [-29.147228, 7.221223, -0.087771], [-29.155752, 6.831551, 1.299533], [-30.417839, 6.495981, 1.916542], [-31.094882, 5.183842, 1.468087], [-32.325520, 5.107512, 2.080596], [-33.085026, 4.011709, 1.780222], [-27.682319, 9.648491, -3.431225], [-26.414963, 8.671249, -2.573662], [-26.999077, 10.169005, -1.912196], [-28.078689, 9.087461, 0.134389], [-27.063758, 7.714093, -0.369145], [-29.173866, 6.365245, -0.801785], [-30.136508, 7.693589, -0.213733], [-28.424566, 6.250072, 1.559985], [-31.063891, 7.330779, 1.627849], [-30.303406, 6.385367, 2.977797], [-30.433548, 4.326677, 1.814573], [-31.137031, 5.247477, 0.327954], [-32.636537, 3.135300, 2.195169], [-33.141210, 3.732901, 0.728028], [-34.094309, 4.197952, 2.045547], [-30.149440, 18.835595, -0.275255], [-30.334632, 19.008565, 1.130436], [-30.381042, 17.784488, 1.808751], [-30.027967, 18.059965, 3.250877], [-30.836324, 19.045656, 4.015165], [-30.532236, 19.039058, 5.390466], [-31.538198, 18.081257, 6.077650], [-30.900276, 17.531310, 7.232403], [-31.781939, 17.038982, 8.249109], [-29.116906, 18.664480, -0.593284], [-30.658039, 19.666843, -0.723698], [-30.784331, 18.033777, -0.718146], [-29.810390, 17.054060, 1.309489], [-31.436346, 17.399473, 1.782586], [-28.912278, 18.302829, 3.281412], [-30.225263, 17.121399, 3.722820], [-30.834544, 19.922877, 3.561217], [-30.545184, 20.110197, 5.816523], [-29.483785, 18.641653, 5.638979], [-31.767012, 17.215954, 5.368475], [-32.416594, 18.642297, 6.386975], [-32.273755, 17.870040, 8.801555], [-31.138281, 16.509515, 8.886757], [-32.516576, 16.398704, 7.803496], [-39.190720, 14.200384, 7.815676], [-37.878475, 14.521919, 7.434103], [-37.659640, 14.018200, 6.092688], [-36.246610, 14.143859, 5.839679], [-35.496305, 13.256042, 6.716262], [-34.055566, 13.379001, 6.566918], [-33.414799, 12.117816, 7.193674], [-31.933843, 12.194548, 7.152879], [-31.444139, 12.479183, 5.893794], [-39.417520, 14.834262, 8.632042], [-39.298275, 13.155267, 8.078032], [-39.904925, 14.465505, 7.052685], [-38.370083, 14.436547, 5.303481], [-37.819038, 12.927175, 6.177999], [-35.926134, 15.146356, 5.966536], [-35.972031, 13.797224, 4.778489], [-35.783979, 13.274091, 7.645389], [-33.644795, 14.261415, 7.061092], [-33.898897, 13.513953, 5.465020], [-33.655784, 11.217149, 6.622205], [-33.701799, 11.954155, 8.281998], [-30.384626, 12.232500, 5.814533], [-31.570692, 13.560540, 5.626846], [-32.057310, 11.986371, 5.090424], [-31.773995, 14.744837, -1.767960], [-31.047085, 14.721192, -0.620971], [-31.143683, 13.528535, 0.154698], [-30.093557, 13.567835, 1.331998], [-30.343966, 12.633736, 2.362540], [-30.003480, 11.215889, 2.046069], [-30.414752, 10.146096, 3.018829], [-29.760802, 10.402771, 4.266588], [-30.389105, 9.558384, 5.214673], [-31.125947, 14.407954, -2.640623], [-32.084944, 15.816342, -1.980711], [-32.757170, 14.156135, -1.776238], [-30.956505, 12.625553, -0.447341], [-32.148687, 13.437280, 0.577019], [-30.125705, 14.588123, 1.740129], [-29.101510, 13.422028, 0.861923], [-29.664918, 12.886668, 3.096682], [-28.946301, 11.082377, 1.768314], [-30.518693, 10.977803, 1.089977], [-30.060664, 9.142195, 2.691686], [-31.522071, 10.208309, 3.205731], [-30.111732, 8.548278, 5.102456], [-31.460450, 9.645221, 5.106824], [-30.045211, 9.909381, 6.189108], [-36.866010, 10.587995, -2.585539], [-36.187630, 10.658260, -1.386115], [-35.903830, 11.999908, -0.974058], [-37.113332, 12.662099, -0.330751], [-37.501541, 11.934316, 0.866044], [-38.156264, 10.669267, 0.639244], [-39.144309, 10.178704, 1.752066], [-39.897271, 9.011803, 1.383829], [-39.302693, 7.722960, 1.477944], [-36.756358, 9.584465, -2.909635], [-36.478503, 11.258578, -3.392008], [-37.991210, 10.767883, -2.585510], [-35.538694, 12.496068, -1.854273], [-35.118876, 12.007897, -0.185714], [-38.007534, 12.657719, -0.997707], [-36.902798, 13.715751, -0.164789], [-38.009709, 12.611472, 1.414808], [-37.420164, 9.910509, 0.428573], [-38.766626, 10.755415, -0.217134], [-39.887285, 10.938818, 2.111060], [-38.543063, 9.987782, 2.653982], [-38.948171, 7.462062, 2.493855], [-38.368663, 7.601983, 0.951504], [-40.044391, 7.056631, 1.055509], [-34.493071, 8.885651, 7.882828], [-33.999092, 8.388530, 6.636259], [-34.832632, 7.321538, 6.109446], [-34.067132, 6.743384, 4.900234], [-33.091701, 5.743021, 5.400698], [-32.002190, 6.066301, 6.410725], [-31.223310, 4.777092, 6.695733], [-30.652025, 4.336578, 5.414160], [-30.131626, 2.991929, 5.527151], [-33.814276, 9.564451, 8.385500], [-34.958788, 8.155689, 8.546229], [-35.343034, 9.587340, 7.591193], [-35.793511, 7.785550, 5.798003], [-35.020148, 6.518987, 6.842186], [-33.679499, 7.559624, 4.270793], [-34.669344, 6.128998, 4.190779], [-32.649205, 5.343371, 4.565522], [-32.408583, 6.423039, 7.403290], [-31.328511, 6.845303, 5.980466], [-31.913795, 3.961185, 7.013215], [-30.424606, 4.916488, 7.431204], [-30.903782, 2.451798, 6.072049], [-29.202547, 2.807804, 6.070447], [-30.039765, 2.730416, 4.483058]], "forces_ev_per_a": [[1.1, 2.5, -0.5], [0.6, 1.9, 0.7], [-0.3, -2.1, -1.4], [-0.1, 0.8, -1.9], [-0.6, 2.7, 1.5], [-0.9, -1.2, 0.9], [0.7, -1.3, -0.4], [-0.8, -1.3, 0.3], [-0.5, 0.0, 0.4], [0.0, -0.1, 0.5], [0.1, 0.9, 0.0], [0.1, -0.4, 1.2], [0.2, -0.3, 0.3], [-0.2, -2.0, -0.1], [0.6, -0.7, -0.5], [0.5, 0.4, -0.5], [-0.7, 0.0, -0.6], [-0.2, 0.0, -0.2], [1.3, 1.8, 0.4], [-1.1, -1.1, -0.4], [1.1, -0.7, 0.2], [-0.5, 0.7, -0.9], [0.9, -0.1, 0.4], [-0.1, 0.0, 0.1], [-0.1, 0.0, 0.0], [0.0, 0.1, 0.3], [0.0, -0.6, 0.2], [-0.3, -0.2, -0.2], [0.5, 0.5, -0.3], [-0.1, -0.2, -0.5], [-0.1, -0.5, 0.3], [0.0, 0.6, 0.8], [-0.5, -0.5, 0.4], [-0.8, 0.2, -0.7], [-1.1, 0.4, -0.7], [0.7, 0.7, -0.9], [-0.7, -0.2, 2.8], [0.6, 0.4, 0.2], [0.8, -1.2, 1.3], [-1.0, -1.4, -0.4], [-0.2, -0.1, -0.1], [-0.1, -0.3, 1.1], [0.1, 0.2, -0.2], [0.3, -0.4, 0.2], [0.0, -0.5, -0.1], [0.6, -0.4, -0.9], [-0.6, 0.5, -0.1], [0.1, 0.3, -0.4], [-0.8, 0.4, -1.5], [0.5, 0.8, -0.5], [0.8, 0.8, 0.4], [1.8, -0.8, -2.0], [0.8, 1.9, 2.0], [-0.2, 0.7, -0.7], [0.8, -0.7, 0.1], [0.0, -0.9, -0.2], [0.6, -1.4, 2.5], [-0.7, -0.4, 0.7], [-0.1, 0.2, 0.6], [-1.2, 1.1, 0.5], [-0.4, -1.4, -1.3], [-0.1, -0.7, 1.4], [0.3, 0.2, -0.7], [-0.1, 0.1, 0.0], [-0.1, 0.7, -0.1], [-0.4, 0.5, -0.1], [-1.4, 0.7, -0.5], [0.4, 0.3, -2.4], [0.8, 0.4, 0.9], [0.8, 0.7, 0.6], [0.2, 0.7, -0.1], [-0.5, -0.7, -0.8], [1.7, 3.4, -1.4], [-0.7, -1.8, 0.3], [0.4, -0.1, 0.0], [-0.6, -0.2, -0.7], [-0.1, -0.1, 0.2], [-0.5, 0.2, 0.0], [0.2, -0.7, 0.2], [0.0, 0.1, 0.5], [-0.2, -0.7, -0.4], [-1.2, -2.2, 2.0], [-0.5, -0.1, -0.5], [-0.3, 0.5, -0.4], [0.6, 0.4, -0.4], [0.6, 0.4, 0.0], [0.8, 0.4, -0.7], [0.3, 0.1, 0.8], [-0.4, 0.0, 0.3], [-0.7, -0.6, -0.1], [-0.8, -0.5, 0.5], [-1.1, -0.1, 0.3], [-0.3, -0.6, 0.2], [0.0, 0.1, 0.7], [0.4, 0.0, -0.4], [0.1, -0.4, -0.2], [0.0, 0.4, -0.9], [0.6, 0.2, -0.2], [0.6, 0.4, 0.0], [-0.1, 0.3, 0.2], [0.0, -0.2, 0.1], [0.1, 0.2, -0.5], [-0.4, 1.4, -1.8], [-0.2, 1.2, -0.5], [0.4, 0.6, 1.0], [-1.4, -0.4, -0.4], [0.8, 1.2, -0.6], [-0.9, 0.0, 1.6], [0.0, 0.1, 0.8], [0.9, -2.0, 0.7], [-0.1, 0.2, 0.1], [0.3, -1.4, 0.1], [-0.3, -0.2, -0.1], [0.5, -0.3, -0.4], [-0.3, -0.6, 1.0], [0.2, 0.1, -0.6], [-0.2, -0.1, 0.0], [0.0, 0.8, -0.8], [0.7, -0.9, -0.2], [-1.8, -1.3, -0.7], [1.3, 0.1, 0.6], [-0.8, 1.7, 2.8], [2.9, -1.8, 0.2], [-0.5, 0.9, -1.2], [-1.2, -1.0, 0.1], [-0.4, 0.1, -0.6], [0.7, 1.5, 0.8], [-0.4, 0.2, 0.8], [0.0, 0.4, -1.8], [-0.2, -0.4, -1.0], [0.0, 0.1, -0.6], [-0.1, 0.0, 0.1], [0.2, -0.5, 0.0], [-0.1, -0.4, 0.6], [-0.1, 0.5, 0.2], [0.5, -0.1, -0.2], [-0.6, 0.0, -1.7], [0.8, -0.9, 0.7], [0.4, 0.3, -0.2], [0.3, 0.4, -0.7], [0.6, 0.8, 0.1], [0.6, 1.0, -0.5], [0.3, -0.4, 0.3], [-0.1, 0.3, 0.8], [-0.2, -0.2, 0.2], [0.1, -0.2, 0.1], [0.0, 0.1, -0.2], [-0.1, 0.0, -0.1], [-0.1, -0.8, -0.7], [-0.1, 0.3, 0.3], [-0.8, -0.5, 0.5], [-1.2, 0.4, 0.4], [-0.3, -0.8, 0.7], [0.7, -1.8, 2.0], [0.2, -0.9, 0.4], [0.2, -0.3, 0.7], [-0.5, 0.1, 0.7], [-2.0, -0.4, 0.3], [-0.1, -0.9, 0.1], [0.0, 1.2, -1.0], [-0.4, 0.0, -0.9], [0.0, 0.4, -0.1], [-0.3, -0.2, -0.9], [0.2, -0.1, -0.2], [-0.3, 0.5, -0.6], [0.3, 0.6, -0.1], [2.0, -0.4, -0.1], [0.0, 0.4, -0.1], [0.1, 1.3, 0.1], [-0.1, 0.5, -0.2], [-0.7, -0.2, 0.8], [1.5, -0.5, 2.1], [0.3, 0.3, -0.5], [-0.9, -0.4, 0.7], [1.2, 0.3, -1.2], [-0.5, -0.1, -0.2], [-0.5, -0.4, 0.3], [0.2, 0.1, -1.4], [0.9, 0.2, 0.2], [-0.9, -0.1, -1.0], [-0.2, -0.2, -0.1], [0.1, 0.4, 0.1], [0.4, -0.8, 0.1], [-0.4, 0.5, 0.1], [-0.5, 0.2, -0.1], [-0.5, 0.7, 0.3], [0.4, 0.0, 0.0], [0.5, -0.2, -1.1], [-0.5, 0.4, 0.5], [2.1, -0.1, -0.1], [-2.2, -1.0, -0.2], [-0.4, 1.1, 0.1], [-0.4, -0.2, -0.9], [1.9, 0.1, -1.0], [-0.2, 1.7, 0.2], [0.1, -1.1, -1.2], [0.3, -0.5, 0.7], [0.0, 0.1, -0.2], [-0.4, 0.3, 0.7], [-0.2, 0.0, -0.2], [-1.0, 0.4, -0.2], [0.3, 0.4, 0.3], [0.3, 0.1, -0.3], [1.5, -1.3, 0.5], [-0.3, -0.2, 0.6], [0.1, 0.5, 0.7], [-0.6, 0.6, -0.7], [-0.3, -0.6, 1.2], [-0.1, -0.9, 1.0], [0.2, 0.6, -0.6], [-0.9, 0.0, 0.8], [-1.5, -0.5, -0.1], [0.5, 0.0, -1.3], [-2.6, 1.4, 1.1], [1.1, 0.4, 0.2], [0.3, -1.3, -2.5], [0.9, 0.4, 2.0], [1.1, -0.7, 0.3], [-0.4, 0.3, 0.2], [0.1, 1.7, -1.2], [0.0, 0.3, 0.2], [0.6, 1.0, -0.4], [0.5, -0.3, 0.7], [1.2, -1.0, -0.2], [0.5, 0.2, -0.1], [-1.1, -0.3, 0.3], [0.4, -0.8, 0.7], [0.2, 1.0, -0.3], [-0.3, -1.7, -0.5], [-1.2, 0.5, -0.4], [-0.1, 1.2, 0.7], [-0.4, -0.1, -0.2], [0.2, -0.4, -0.3], [0.6, -0.9, 1.1], [-0.6, -0.5, -0.1], [0.2, 0.3, 0.0], [-0.4, 0.0, -1.5], [-1.8, -0.9, 0.9], [2.3, -1.3, -1.8], [0.7, -0.4, -1.8], [-0.5, -0.5, -0.1], [1.6, 0.3, -0.2], [-1.4, -0.1, 1.4], [-0.8, 1.0, -1.8], [-0.3, 0.4, 1.2], [0.0, -0.4, 0.1], [-0.3, -0.1, -0.6], [0.9, -0.1, 1.2], [-0.5, 0.2, -0.4], [0.4, 1.4, 0.0], [-0.5, 0.7, 1.2], [-0.6, 0.4, 1.8], [0.1, 0.3, 0.1], [0.3, -0.6, 0.9], [-0.4, 0.1, 0.0], [0.4, 0.4, -1.4], [-0.2, -0.1, 0.1], [0.3, -0.4, 0.3], [0.7, -0.1, 0.5], [-1.4, 0.5, -2.8], [0.8, -0.5, 2.2], [0.6, -0.2, 0.8], [-0.3, 1.0, -2.6], [0.7, -1.7, 2.1], [-0.4, 0.2, -2.2], [-0.1, 0.9, 0.9], [-0.4, -0.4, -0.5], [0.5, 1.7, 0.7], [-0.9, 0.1, 0.7], [0.4, -1.2, 0.2], [1.3, 0.5, 0.3], [0.0, 0.3, -0.2], [-0.1, 0.0, 0.1], [0.0, -0.2, 0.0], [0.0, 0.2, 0.1], [-0.8, -0.1, 0.0], [0.2, 0.2, 0.3], [0.0, 0.0, 0.4], [-0.6, 0.5, -0.3], [0.9, -0.4, -0.5], [0.5, -1.4, -0.3], [-0.5, 0.0, 0.4], [-0.3, -0.2, 0.1], [-1.5, 0.7, -1.4], [0.7, 0.7, 0.9], [-0.3, -0.3, 0.7], [-0.8, -0.8, -1.1], [1.0, 1.0, 1.1], [-1.2, -0.2, 1.0], [0.7, 0.0, 0.8], [0.4, 0.6, -0.1], [0.5, 0.7, 0.6], [0.1, -1.0, -0.5], [0.1, -0.3, 0.6], [1.1, 0.1, 0.6], [0.2, 0.8, -0.4], [-0.3, -0.4, -0.6], [0.6, 0.1, -0.3], [0.1, 0.0, 0.5], [-0.6, -0.4, 0.3], [0.2, -0.4, 0.1], [-0.8, -0.1, -1.5], [0.5, -0.4, -0.9], [-0.1, -0.3, 0.0], [-0.9, 0.1, 0.1], [0.3, 0.3, -1.0], [0.0, -0.3, 0.3], [-2.1, 1.7, -1.5], [-0.1, -1.1, 0.8], [0.3, 0.9, -1.0], [0.1, -0.8, 0.8], [0.8, 0.0, 0.2], [-0.8, 0.1, -0.5], [-0.3, -0.3, -1.7], [0.6, -0.1, 1.8], [-1.2, 1.1, -0.2], [0.7, -0.6, 0.0], [0.5, -0.4, 0.0], [0.5, -0.7, 0.5], [0.3, -0.4, 0.2], [0.1, 0.3, -0.1], [0.3, 0.1, 0.4], [-0.2, 0.6, 0.7], [0.1, 0.1, 0.6], [0.2, -0.2, -1.3], [-0.2, -0.4, 0.6], [0.3, 0.6, 0.1], [-0.1, 0.1, 0.0], [-0.1, -0.7, -0.3], [0.3, 0.7, 0.0], [0.1, -0.8, -0.1]]}